(1)
A molecular structure, C9H26BrF3FeN10O7 at a distorted geometry. Source: the OMol25 dataset; level of theory: the ωB97M-V functional and the def2-TZVPD basis.

Results
Lowest unoccupied orbital energy (spin up / spin down) in eV: -1.8 / -3.3
HOMO-LUMO gap (spin up / spin down) in eV: 9.56 / 7.97

```
! RIJCOSX wB97M-V def2-TZVPD def2/J DEFGRID3
* xyz 1 6
Br -3.084 -0.592 -1.829
Fe -1.092 -0.464 -0.552
F 2.474 1.234 -1.229
F 3.042 -0.848 -0.969
F 4.058 0.730 0.136
O 0.133 -0.300 -2.442
O 1.623 1.439 1.364
O -0.525 -2.517 -1.247
O -0.959 1.648 -1.070
O 0.674 -0.368 0.342
O -1.886 0.716 1.096
O -1.781 -1.817 0.879
N -2.013 -3.559 2.303
N -3.862 -2.557 1.376
N -3.194 0.865 2.936
N 0.610 -4.425 -0.817
N -1.022 1.667 2.938
N 0.353 3.369 -0.414
N -1.138 3.607 -2.154
N 0.557 1.046 -4.211
N 1.930 -0.746 -3.714
N -0.003 -3.867 -2.981
C 0.854 0.013 -3.390
C -2.515 -2.603 1.467
C -0.572 2.808 -1.216
C 2.345 3.090 2.989
C 1.831 0.139 0.791
C 2.374 1.637 2.561
C 2.871 0.310 -0.323
C 0.031 -3.526 -1.657
C -2.018 1.066 2.266
H -0.151 1.688 2.423
H 1.079 1.201 -5.052
H -0.543 -3.210 -3.523
H 0.585 -4.229 0.164
H 3.423 1.352 2.431
H 2.523 3.699 2.097
H -1.089 1.925 3.903
H 2.015 -1.621 -3.233
H -4.453 -3.167 1.907
H -0.790 4.540 -2.282
H -4.272 -1.850 0.791
H 3.130 3.331 3.700
H 0.597 4.341 -0.408
H 0.676 -4.475 -3.396
H 1.079 -5.239 -1.165
H 2.206 -0.605 1.508
H -0.293 1.550 -4.046
H -3.340 1.233 3.856
H 2.600 -0.458 -4.401
H 1.372 3.393 3.381
H 2.008 0.946 3.332
H -2.584 -4.345 2.555
H -1.758 3.241 -2.850
H 0.850 2.756 0.219
H -3.942 0.441 2.423
H -1.023 -3.632 2.436
*
```

In elementary charge units, the natural (NBO) charges are: -0.492 1.743 -0.331 -0.324 -0.324 -0.715 -0.590 -0.699 -0.715 -0.837 -0.714 -0.708 -0.825 -0.821 -0.828 -0.825 -0.833 -0.836 -0.824 -0.824 -0.827 -0.842 0.818 0.825 0.816 -0.632 0.327 -0.074 0.934 0.815 0.820 0.431 0.397 0.423 0.409 0.192 0.215 0.399 0.415 0.401 0.392 0.429 0.234 0.395 0.400 0.399 0.159 0.414 0.397 0.398 0.203 0.170 0.398 0.412 0.437 0.413 0.410



(2)
A molecular structure, C9H26ClGaNO5. Source: the OMol25 dataset; level of theory: the ωB97M-V functional and the def2-TZVPD basis.

Results
Lowest unoccupied orbital energy in eV: 2.3
HOMO-LUMO gap in eV: 8.00

```
! RIJCOSX wB97M-V def2-TZVPD def2/J DEFGRID3
* xyz -1 1
Ga 0.966 -0.301 6.182
Cl 1.370 -2.344 7.103
O -3.158 2.375 -1.773
O -1.462 2.048 1.420
O 1.547 0.657 -4.284
O -2.074 -2.169 5.542
O 1.951 -0.900 0.845
N -0.389 -0.673 4.760
C -2.869 2.344 -3.165
C -2.283 -0.125 0.714
C 2.569 1.132 -2.119
C -1.090 0.807 0.822
C 1.154 -3.079 0.109
C 1.961 0.093 -3.040
C 2.330 -2.127 0.238
C -1.225 -1.454 5.137
C -1.921 1.209 -3.506
H 3.131 -2.594 0.821
H 1.854 1.933 -1.926
H -0.692 1.033 -0.169
H -1.706 1.173 -4.575
H 2.251 0.309 5.488
H -2.354 0.255 -3.202
H 1.453 -4.010 -0.376
H 3.453 1.584 -2.578
H 2.322 1.036 -4.710
H 0.745 -3.318 1.093
H 2.727 -1.875 -0.747
H 1.610 -1.102 1.725
H 1.070 -0.343 -2.588
H -3.071 0.344 0.122
H -1.797 1.851 2.301
H -2.323 2.488 -1.304
H 2.677 -0.715 -3.229
H -0.974 1.323 -2.974
H -2.699 -0.348 1.699
H -0.293 0.349 1.410
H 0.351 0.603 7.331
H 2.860 0.689 -1.166
H -3.822 2.221 -3.679
H -2.437 3.305 -3.470
H 0.357 -2.618 -0.476
H -1.997 -1.066 0.240
*
```

In elementary charge units, the natural (NBO) charges are: 1.020 -0.624 -0.721 -0.736 -0.726 -0.605 -0.729 -0.906 -0.058 -0.642 -0.640 -0.058 -0.636 -0.063 -0.058 0.781 -0.633 0.159 0.212 0.153 0.212 -0.333 0.209 0.205 0.189 0.457 0.214 0.161 0.480 0.181 0.216 0.472 0.470 0.151 0.203 0.209 0.180 -0.332 0.238 0.169 0.150 0.206 0.203